# 1
DFT (ωB97M-V/def2-TZVPD) results for a structure of composition C33H42N5O6OsPS.

XYZ file:
```
89
Properties=species:S:1:pos:R:3:forces:R:3:mulliken_charge:R:1
Os 0.317 0.844 0.102 -0.53 -0.34 0.14 1.8895
S -1.353 2.181 0.221 0.46 0.73 0.46 -0.3159
P 2.277 1.837 -0.804 -0.74 0.38 -0.67 0.4150
O 3.817 1.558 -0.719 0.20 -0.27 0.52 -0.1949
O 2.260 3.336 -1.240 0.42 0.12 0.07 -0.1385
O -3.938 -4.109 -0.437 -0.02 -0.01 0.02 -0.4017
O 0.526 -3.078 -1.229 -0.08 -0.02 0.09 -0.5113
O -0.959 -1.559 4.647 -0.01 0.00 0.04 -0.4281
O 1.705 1.069 -2.080 0.11 -0.11 -0.03 -0.5020
N -1.955 -2.723 0.421 -0.01 -0.20 -0.02 -0.0492
N -0.803 -0.777 -0.095 0.55 -0.52 -0.47 -0.8565
N -1.027 -1.464 2.112 0.00 0.07 0.03 0.2336
N -2.607 4.116 -0.885 -0.14 -0.01 0.06 -0.4253
N -0.260 4.451 -0.822 0.02 -0.04 0.10 -0.0743
C 0.379 0.457 4.865 0.02 0.09 0.02 -0.3949
C -1.251 -1.668 0.812 -0.05 0.21 -0.02 0.4350
C 4.120 4.897 -1.156 -0.01 -0.07 -0.04 -1.4266
C -5.036 -4.821 -1.011 0.00 0.00 -0.01 -0.9846
C -1.588 -0.515 -3.722 0.00 0.04 0.01 -1.1640
C -0.243 -2.477 -3.376 -0.04 -0.03 -0.01 -0.7026
C -2.216 -3.941 1.113 -0.05 0.18 0.02 0.0656
C 0.412 0.560 2.053 0.15 0.37 0.48 -0.3690
C -3.613 -5.899 1.184 -0.02 -0.05 0.03 -0.3767
C 2.955 -0.288 -3.672 0.00 -0.01 0.05 -0.7060
C -1.564 -0.264 -2.360 -0.09 -0.11 0.05 -0.3121
C 1.096 1.521 2.833 0.03 -0.18 -0.04 -1.0165
C -1.364 3.774 -0.615 -0.22 -0.07 -0.49 0.4099
C 1.072 1.474 4.205 0.00 -0.04 0.05 -1.4090
C -0.185 -2.215 -2.016 0.26 0.09 0.05 1.1575
C -0.279 -0.509 4.132 0.02 -0.09 -0.03 0.8774
C 5.252 0.825 1.094 -0.03 0.03 0.01 -1.4163
C -1.702 6.133 -1.707 0.05 -0.04 0.02 -0.9669
C -2.846 -6.388 2.235 -0.01 0.01 -0.03 -0.8266
C -0.861 -1.103 -1.495 -0.33 -0.14 -0.20 -0.3308
C -1.440 -4.446 2.143 0.08 -0.03 -0.01 -0.2752
C -0.448 5.642 -1.397 0.04 0.08 0.02 0.0118
C -4.210 5.748 -1.681 0.02 -0.03 0.01 -1.1668
C -1.093 -1.652 6.070 -0.01 -0.01 -0.01 -0.9987
C -1.757 -5.675 2.706 -0.02 0.01 0.00 -1.2263
C 4.438 0.391 -0.098 0.02 -0.02 0.09 0.1279
C -0.930 -1.626 -4.229 0.02 -0.01 0.01 -0.5690
C 2.916 4.359 -0.425 0.04 0.06 -0.05 -0.1475
C 2.319 1.052 -3.414 -0.02 0.05 -0.15 -0.3873
C -3.294 -4.679 0.612 -0.11 0.03 -0.01 0.7007
C 1.613 -2.543 -0.482 0.03 0.02 -0.06 -0.1513
C -0.283 -0.448 2.725 0.06 -0.08 -0.02 0.7980
C -2.801 5.328 -1.423 -0.06 -0.02 0.00 0.8187
H 3.763 -0.487 -2.967 0.01 0.01 -0.01 0.0930
H 3.199 3.935 0.542 -0.03 -0.03 0.00 0.2571
H 2.216 -1.087 -3.603 0.00 0.00 -0.02 0.0543
H 1.591 2.226 4.785 -0.01 -0.01 0.01 0.4570
H -1.691 -0.824 6.451 0.02 0.02 0.00 0.4106
H -4.258 6.736 -2.130 -0.01 -0.01 -0.01 0.3627
H 1.328 -2.318 0.550 -0.01 -0.02 0.01 0.0852
H 4.859 4.112 -1.317 0.01 0.02 0.02 0.2826
H -4.452 -6.471 0.819 0.02 -0.01 0.00 0.4661
H -0.565 -3.914 2.494 0.01 -0.03 -0.01 0.5238
H -1.821 7.114 -2.145 -0.01 -0.01 -0.02 0.3729
H -5.404 -4.200 -1.820 0.00 0.01 -0.01 0.2515
H 2.158 5.118 -0.254 -0.03 -0.03 0.02 0.4650
H 4.613 1.118 1.929 0.00 0.02 -0.02 0.2885
H -1.519 -2.066 2.764 0.02 -0.03 -0.01 0.5205
H 0.269 -3.356 -3.746 0.02 0.02 0.00 0.5189
H 0.354 0.436 5.944 0.03 -0.01 0.00 0.4698
H -2.137 0.144 -4.380 0.00 -0.01 0.01 0.4732
H 3.666 -0.330 0.182 -0.03 0.01 -0.02 0.0889
H 1.627 2.323 2.336 -0.01 -0.01 -0.03 0.4978
H 4.579 5.690 -0.566 -0.01 0.01 -0.02 0.4440
H -5.827 -4.967 -0.275 0.00 0.01 0.01 0.3753
H 5.892 1.664 0.825 0.02 -0.03 0.00 0.3258
H 0.442 6.225 -1.606 0.00 0.00 0.02 0.4129
H 5.888 0.002 1.419 -0.02 0.00 0.03 0.4444
H -4.764 5.752 -0.742 0.00 0.01 0.00 0.3106
H -0.943 -1.832 -5.291 -0.04 -0.01 0.01 0.4612
H -2.127 0.560 -1.944 0.01 0.05 -0.03 0.6458
H -1.603 -2.590 6.258 -0.02 0.00 0.00 0.2670
H 3.376 -0.296 -4.678 0.00 -0.01 0.01 0.4708
H 5.065 -0.053 -0.867 -0.03 0.02 -0.06 0.3363
H 3.830 5.304 -2.124 0.00 0.03 0.02 0.3310
H 2.006 -1.640 -0.963 0.00 -0.02 -0.02 -0.2346
H 2.394 -3.301 -0.470 0.01 0.00 0.01 0.5196
H -0.115 -1.667 6.550 0.01 -0.02 -0.01 0.3865
H -1.141 -6.079 3.497 -0.01 0.03 0.02 0.4278
H 3.039 1.867 -3.470 -0.02 0.03 0.06 0.2760
H -3.101 -7.341 2.677 0.00 0.00 -0.01 0.4105
H -2.355 -2.687 -0.509 0.12 -0.05 -0.05 0.5988
H 1.509 1.252 -4.110 -0.04 0.02 0.04 0.3983
H -4.710 -5.783 -1.405 0.01 0.00 0.00 0.4163
H -4.698 5.026 -2.337 0.01 0.01 -0.01 0.3178
```
Forces are in eV/Å.

## Properties
ΔE to the lowest compared entry with this formula, charge and spin (kJ/mol): 177.5
Lowest unoccupied orbital energy (alpha / beta) (Ha): -0.2825 / -0.2811
HOMO level (alpha / beta) (eV): -12.835 / -12.826
Charge: +2
Calculated total energy (eV): -77215.941
HOMO-LUMO gap (alpha / beta) (eV): 5.15 / 5.18

# 2
DFT (ωB97M-V/def2-TZVPD) results for a structure of composition C38H40Br6F4O9.

XYZ file:
```
97
Properties=species:S:1:pos:R:3:forces:R:3:mulliken_charge:R:1
Br -4.760 -0.155 1.366 -0.14 0.44 0.41 -0.0668
Br -5.056 2.835 2.581 -0.24 -0.41 0.02 -0.0462
Br -3.005 0.866 3.878 -0.46 -0.01 0.04 -0.0377
Br 6.069 0.128 -0.404 -0.35 0.41 0.30 -0.0347
Br 4.443 1.980 1.736 0.11 -0.19 -0.29 -0.0270
Br 6.793 3.189 -0.035 -0.34 -0.06 -0.07 -0.0392
F 2.322 0.970 -1.057 -0.16 0.07 -0.13 -0.3120
F 5.008 -2.180 2.963 0.40 -0.01 -0.59 -0.2096
F 3.293 4.799 -1.251 0.03 -0.17 0.57 -0.3397
F -6.708 5.813 -3.346 0.20 0.23 -0.15 -0.3105
O -0.730 -2.300 -5.460 0.48 -0.42 0.29 -0.3834
O -4.264 -4.253 4.288 -0.54 0.04 -0.51 -0.3972
O -1.088 -0.176 -4.982 0.77 0.48 0.43 -0.3766
O 4.005 -3.030 -2.783 0.19 0.25 -0.05 -0.4067
O -0.187 -0.750 -6.937 1.45 1.13 -3.61 -0.4939
O -4.029 -5.529 6.118 -0.80 -1.85 0.97 -0.4933
O -2.911 -3.622 5.913 -0.28 0.37 -0.40 -0.4530
O 1.947 -2.474 -2.160 0.36 0.15 -0.33 -0.2118
O 2.875 -1.427 -3.923 0.17 -0.24 -0.02 -0.5224
C -4.814 4.431 -3.733 0.36 0.53 -0.58 -0.4490
C -2.147 -0.305 -2.872 0.08 1.12 1.35 -1.1300
C -6.124 4.185 -1.762 -0.01 0.66 0.91 -0.3744
C 2.400 4.498 -2.205 -0.04 0.27 -0.45 0.6340
C -0.580 -1.034 -5.897 -1.86 -0.96 2.68 0.5647
C 3.208 -1.240 4.109 -1.20 -0.34 -0.09 0.1009
C 2.963 -2.242 -3.063 -0.72 0.21 0.74 0.6921
C -3.992 -2.878 3.968 0.44 -0.76 0.99 -0.1400
C 3.707 -3.940 -1.692 0.73 0.32 -0.38 0.4598
C 4.800 -3.857 -0.650 0.56 -0.24 -0.39 -1.2963
C -4.723 0.974 2.970 0.69 0.07 -0.39 -0.3548
C -5.871 4.841 -2.962 -0.26 -1.03 0.83 0.1239
C 4.462 -1.803 4.118 -0.46 0.28 -0.06 0.3438
C 3.214 -1.324 6.509 -0.33 -0.08 0.29 -0.6979
C 5.139 -2.018 5.286 0.76 -0.54 0.36 -0.5605
C 1.940 3.339 -4.262 -0.44 0.55 0.82 -0.4375
C 1.172 0.680 -0.410 -0.23 0.56 -0.12 0.0790
C 2.363 -3.427 -1.184 -0.67 -0.57 -0.53 -0.3254
C -0.018 1.303 -0.777 0.94 -0.29 0.54 -1.0804
C -4.238 2.759 -2.102 0.09 -0.73 -0.32 0.1851
C -4.014 3.364 -3.325 -0.30 0.76 -0.19 -0.4126
C 2.735 3.538 -3.134 -0.25 -1.31 -0.62 -0.3115
C 0.420 5.003 -3.418 -0.06 0.42 0.06 -0.3407
C 0.100 -0.465 1.379 -0.43 -0.37 0.60 -0.1300
C 1.234 5.228 -2.306 0.00 0.17 -0.39 -0.6271
C 0.777 4.102 -4.398 0.47 -0.60 -0.63 -0.6583
C -1.451 -2.412 4.423 -0.48 0.96 -1.28 -1.1550
C -5.295 3.179 -1.303 0.20 0.15 -0.55 -0.3735
C -3.799 -4.561 5.512 1.43 1.53 -0.83 0.5548
C -2.858 -2.524 4.950 -0.04 -0.58 1.46 0.6219
C -1.146 0.953 -0.050 -0.68 0.37 -0.08 0.0419
C -1.135 0.106 1.059 1.14 0.12 -1.53 -0.3962
C 5.351 1.908 0.034 0.52 -0.51 0.08 0.6139
C 1.252 -0.190 0.648 -0.24 -0.18 0.30 -0.4033
C 2.558 -1.075 5.315 0.05 0.09 0.57 -0.3120
C 4.522 -1.768 6.499 0.00 0.54 0.01 -0.3883
C -0.997 -0.794 -3.690 -0.94 -1.58 -0.74 1.1779
C -1.121 -2.291 -4.091 -0.38 0.40 -0.04 -0.3084
H -0.462 5.614 -3.571 -0.02 -0.04 0.17 0.4309
H -4.553 4.998 -4.622 -0.21 -0.23 -0.08 0.3965
H 5.769 -4.203 -1.019 -0.15 0.10 -0.36 0.4077
H 3.695 -4.905 -2.205 -0.38 -0.17 0.50 0.2844
H 1.519 -0.779 5.357 -0.03 0.18 -0.20 0.4523
H -4.885 -2.323 4.249 -0.08 0.26 -0.55 0.1308
H -3.150 -0.315 -3.298 0.25 -0.44 -0.58 0.4657
H 4.932 -2.809 -0.363 -0.18 -0.24 0.41 0.1558
H 0.017 2.083 -1.526 -0.26 -0.17 -0.25 0.5005
H -5.492 2.773 -0.323 0.10 -0.24 -0.03 0.2427
H 0.200 3.977 -5.309 -0.19 0.10 0.22 0.4125
H -2.164 -2.608 -4.029 -0.02 -0.11 0.02 0.3136
H -0.662 -2.467 5.161 -0.11 -0.28 0.31 0.3837
H 2.682 -1.226 7.447 0.08 0.17 0.00 0.3650
H -0.012 -0.646 -3.253 0.02 0.46 0.14 -0.1863
H 3.498 2.784 -2.976 0.49 0.56 0.18 0.2930
H 2.395 -2.960 -0.202 0.23 0.10 0.03 0.1134
H -1.949 0.741 -2.625 -0.05 0.04 -0.15 -0.2998
H 1.022 6.032 -1.616 -0.02 -0.11 0.14 0.4762
H 0.150 -1.156 2.221 0.13 0.10 -0.15 0.2508
H -3.717 -2.838 2.922 -0.13 0.28 -0.11 0.1852
H 1.612 -4.221 -1.173 0.06 0.03 0.16 0.2868
H -2.204 -0.775 -1.886 0.15 -0.30 -0.16 0.4759
H -1.293 -3.104 3.592 0.16 -0.27 0.30 0.3755
H 4.600 -4.542 0.175 -0.32 0.41 0.26 0.3654
H -3.630 1.900 -1.852 -0.01 0.11 0.31 0.1047
H -3.170 -1.680 5.569 0.37 0.29 -0.38 0.3855
H 6.125 -2.463 5.233 0.06 0.15 0.04 0.4096
H -0.485 -2.979 -3.545 0.10 0.11 0.17 0.1798
H -3.224 3.094 -4.014 0.15 -0.32 0.31 0.4835
H 2.226 -0.599 0.886 -0.07 -0.11 0.13 0.7672
H -2.102 1.343 -0.388 0.10 0.19 0.23 0.5738
H -2.092 -0.115 1.492 0.29 -0.28 0.43 0.1415
H 2.212 2.582 -4.983 -0.03 0.01 -0.03 0.4568
H 2.594 -1.093 3.229 0.53 0.01 -0.34 0.1422
H -5.464 0.562 3.633 -0.19 0.19 0.10 0.5156
H -1.387 -1.418 3.959 0.16 -0.16 0.08 0.0129
H 4.627 2.092 -0.743 -0.08 0.31 -0.02 -0.5620
H -6.844 4.554 -1.038 -0.37 0.09 -0.51 0.3683
H 5.058 -1.825 7.436 0.10 -0.41 -0.05 0.3731
```
Forces are in eV/Å.

## Properties
ΔE to the lowest compared entry with this formula, charge and spin (kJ/mol): 132.8
Lowest unoccupied orbital energy (Ha): -0.0360
HOMO level (eV): -9.361
Calculated total energy (eV): -489606.209
HOMO-LUMO gap (eV): 8.38

# 3
DFT (ωB97M-V/def2-TZVPD) results for a cluster of 3 separate species, C2H9N2O in total.

XYZ file:
```
14
Properties=species:S:1:pos:R:3:forces:R:3:mulliken_charge:R:1
O -1.085 -1.921 1.486 -2.23 -1.72 2.43 -0.7045
N 2.414 1.452 -0.450 -2.10 2.72 -3.63 -0.8707
N 0.208 0.017 0.085 0.99 0.67 -1.74 -0.1067
C -2.097 0.116 -0.879 -0.52 1.01 -0.09 -0.5657
C -0.870 0.200 -0.518 0.27 -0.90 0.27 0.5113
H 2.970 0.713 -0.247 2.97 -2.37 0.79 0.2512
H -2.489 -0.504 -1.688 0.28 0.20 0.31 0.2958
H 0.204 -0.726 0.731 -0.42 -1.42 1.41 0.3157
H -2.734 0.851 -0.368 -0.08 -0.34 -0.36 0.2571
H 1.191 0.393 -0.193 -1.38 1.19 0.29 0.3892
H 2.800 2.331 -0.151 0.13 0.06 0.92 0.2553
H -1.629 -2.751 1.205 1.50 2.21 0.89 0.3374
H 2.461 1.601 -1.505 -0.14 -0.67 1.61 0.2881
H -1.345 -1.770 2.490 0.74 -0.63 -3.11 0.3462
```
Forces are in eV/Å.

## Properties
ΔE to the lowest compared entry with this formula, charge and spin (kJ/mol): 295.6
Lowest unoccupied orbital energy (Ha): -0.1325
HOMO level (eV): -14.872
Charge: +1
Calculated total energy (eV): -7239.292
HOMO-LUMO gap (eV): 11.27

# 4
DFT (ωB97M-V/def2-TZVPD) results for a structure of composition C3H4N2O2.

XYZ file:
```
11
Properties=species:S:1:pos:R:3:forces:R:3:mulliken_charge:R:1
O -1.032 0.832 -0.099 3.91 2.86 -0.62 -0.3243
O 0.452 -0.824 -0.217 1.58 3.71 0.83 -0.0996
N 1.445 1.328 -0.188 -1.61 -3.68 2.91 -0.4434
N 1.770 -0.958 -0.096 4.58 -1.17 1.71 -0.2448
C 2.362 0.198 0.169 -7.67 -0.70 -3.69 -0.1432
C 0.381 0.568 -0.100 -5.50 0.05 -1.98 0.6328
C -1.931 -0.209 -0.017 -3.07 0.01 5.17 -0.5743
H -2.028 -0.808 -0.879 0.01 -0.74 -0.90 0.2862
H 3.313 0.415 0.093 4.96 0.35 0.20 0.4236
H -1.676 -0.760 0.969 -0.35 -0.03 -1.94 0.2719
H -3.055 0.219 0.366 3.15 -0.66 -1.69 0.2151
```
Forces are in eV/Å.

## Properties
ΔE to the lowest compared entry with this formula, charge and spin (kJ/mol): 544.4
Lowest unoccupied orbital energy (Ha): 0.0283
HOMO level (eV): -10.167
Calculated total energy (eV): -10246.623
HOMO-LUMO gap (eV): 10.94